DFT (the ωB97M-V functional and the def2-TZVPD basis) results for a molecular structure, C29H53InNO15 at a distorted geometry.

Multiplicity: 2
Electronic energy: -2509.37198 Eh
E_HOMO (spin up / spin down): -13.9 / -13.4 eV
Charge: +2
Expectation value of S²: 1.763
LUMO level (spin up / spin down): -7.091 / -8.622 eV

Last column: Löwdin spin population.
Element x y z (Å)
In 31.37 -1.79 -2.64  0.01
C 33.04 -6.83 -9.84  0.01
C 32.91 -7.26 -8.39  0.08
O 34.11 -7.47 -7.66  0.86
H 32.44 -5.97 -10.14  0.00
H 32.92 -7.67 -10.52  0.00
H 34.04 -6.44 -10.01  0.00
H 32.27 -8.14 -8.32  0.01
H 32.49 -6.37 -7.92  0.04
C 30.32 -4.45 -7.30  0.00
C 30.19 -3.41 -6.26  -0.08
O 31.16 -3.28 -5.21  -0.85
H 30.26 -5.46 -6.91  0.00
H 31.23 -4.42 -7.92  0.00
H 29.46 -4.50 -7.96  0.00
H 29.21 -3.45 -5.77  -0.03
H 30.15 -2.46 -6.79  -0.04
C 29.62 -6.79 -10.79  0.00
C 28.33 -7.61 -10.74  0.00
C 28.21 -8.61 -9.67  0.00
O 26.94 -8.31 -9.00  0.00
C 26.41 -7.27 -9.61  0.00
O 25.32 -6.80 -9.39  0.00
O 27.37 -6.67 -10.31  0.00
H 29.70 -6.09 -9.96  0.00
H 29.53 -6.20 -11.70  0.00
H 30.45 -7.48 -10.89  0.00
H 28.18 -7.95 -11.76  0.00
H 29.16 -8.67 -9.14  0.00
H 28.13 -9.47 -10.34  0.00
C 32.41 -1.50 -10.91  0.00
C 33.18 -1.06 -9.61  0.00
C 32.21 -0.97 -8.42  0.00
O 32.73 -2.03 -7.60  0.00
C 33.59 -2.77 -8.18  0.00
O 33.93 -3.84 -7.79  0.00
O 33.92 -2.22 -9.28  0.00
H 31.47 -2.01 -10.74  0.00
H 33.09 -2.10 -11.52  0.00
H 32.09 -0.57 -11.37  0.00
H 33.98 -0.32 -9.67  0.00
H 31.17 -1.06 -8.73  0.00
H 32.27 -0.07 -7.80  0.00
C 27.10 -5.61 -4.23  0.00
C 25.97 -6.41 -4.94  0.00
C 26.22 -7.95 -4.89  0.00
O 24.88 -8.38 -4.92  0.00
C 24.11 -7.42 -4.34  0.00
O 23.01 -7.62 -3.89  0.00
O 24.85 -6.31 -4.13  0.00
H 26.56 -4.67 -4.18  0.00
H 27.94 -5.47 -4.91  0.00
H 27.38 -6.04 -3.27  0.00
H 25.89 -5.97 -5.93  0.00
H 26.86 -8.15 -4.03  0.00
H 26.77 -8.44 -5.69  0.00
C 30.62 -11.45 -4.54  0.00
C 30.40 -10.24 -5.53  0.00
C 29.05 -9.74 -5.71  0.00
O 29.44 -8.42 -5.95  0.00
C 30.64 -8.13 -5.41  0.00
O 31.21 -7.04 -5.38  0.00
O 31.11 -9.23 -4.94  0.00
H 30.32 -11.03 -3.58  0.00
H 31.65 -11.78 -4.53  0.00
H 29.87 -12.23 -4.71  0.00
H 30.84 -10.49 -6.49  0.00
H 28.33 -9.56 -4.91  0.00
H 28.59 -10.30 -6.52  0.00
C 25.70 -0.61 -11.49  0.05
C 27.26 -0.44 -11.34  0.05
C 27.69 -0.61 -9.87  0.00
C 27.73 -2.06 -9.49  0.00
C 28.61 -2.93 -10.40  0.00
C 28.26 -2.67 -11.95  0.06
N 28.03 -1.28 -12.30  0.63
O 27.84 -1.01 -13.67  0.09
C 29.48 -3.06 -12.86  0.02
C 27.11 -3.52 -12.37  0.05
C 27.60 0.99 -11.69  0.01
H 25.24 -1.39 -10.88  0.00
H 25.26 -0.41 -12.47  0.00
H 25.21 0.20 -10.96  0.01
H 28.73 -0.31 -9.77  0.00
H 27.02 0.07 -9.35  0.00
H 26.69 -2.40 -9.52  0.00
H 28.11 -2.11 -8.47  0.00
H 28.30 -3.95 -10.14  0.00
H 29.63 -2.77 -10.05  0.00
H 29.28 -3.22 -13.92  0.00
H 30.26 -2.31 -12.81  0.00
H 30.10 -3.85 -12.43  0.00
H 26.33 -3.46 -11.61  0.00
H 26.76 -3.33 -13.38  0.00
H 27.42 -4.56 -12.42  0.01
H 27.53 1.21 -12.76  0.00
H 28.68 1.12 -11.65  0.00
H 27.14 1.83 -11.17  0.00
H 28.73 -0.78 -13.93  0.01